(one)
Here is an isolated molecule of C4H3NO2S from the OMol25 dataset. Energies are from the ωB97M-V functional and the def2-TZVPD basis.

The value obtained for the orbital gap is 0.2739 hartree. The lowest unoccupied orbital energy is -2.566 eV.

```
! wB97M-V def2-TZVPD RIJCOSX def2/J DEFGRID3
* xyz 0 1
S -1.42 -0.69 1.54
O 0.82 -1.74 -0.50
O 0.02 1.68 -0.96
N 0.06 2.52 2.50
C -0.28 0.41 1.02
C -0.09 1.52 1.89
C 0.37 -0.71 -1.16
C 0.08 0.57 -0.43
H 1.02 -0.34 -2.00
H 0.00 -2.37 -0.22
H -0.60 -0.85 -1.67
*
```



(two)
Here is an isolated molecule of C4H3NO2S from the OMol25 dataset. Energies are from the ωB97M-V functional and the def2-TZVPD basis.

The value obtained for the orbital gap is 0.3361 hartree. The lowest unoccupied orbital energy is -0.483 eV.

```
! wB97M-V def2-TZVPD RIJCOSX def2/J DEFGRID3
* xyz 0 1
S -0.88 -1.05 -1.92
O 0.05 1.49 -2.05
O -0.88 -2.90 0.11
N 0.06 -0.88 0.56
C 0.61 1.49 0.88
C -0.58 -1.77 -0.25
C -0.03 0.49 -1.38
C 0.38 0.37 0.12
H 0.74 1.50 1.99
H 0.50 2.50 0.44
H 0.04 -1.23 1.50
*
```



Quick one: least stable of them? (one)



(one)
Here is a cluster of 2 separate species, C6H10O in total from the OMol25 dataset. Energies are from the ωB97M-V functional and the def2-TZVPD basis.

The value obtained for the orbital gap (alpha / beta) is 0.2622 / 0.2622 hartree. The lowest unoccupied orbital energy (alpha / beta) is -7.331 / -7.333 eV.

```
! wB97M-V def2-TZVPD RIJCOSX def2/J DEFGRID3
* xyz 1 2
O 3.09 0.24 -0.83
C 0.06 -0.19 1.48
C -2.04 0.30 0.22
C -0.74 0.13 0.19
C 1.37 -0.31 1.69
C -2.97 -0.34 -0.88
C 0.27 0.34 -1.02
H -3.72 -1.09 -0.60
H 1.86 -0.66 2.62
H 0.92 1.27 -1.21
H -2.42 -0.87 -1.63
H -0.58 -0.48 2.36
H 3.92 0.33 -1.27
H 2.18 -0.14 0.96
H -0.19 0.16 -1.89
H -3.56 0.36 -1.48
H 1.14 -0.37 -1.19
*
```



(two)
Here is the ion C6H10O with charge +1 from the OMol25 dataset. Energies are from the ωB97M-V functional and the def2-TZVPD basis.

The value obtained for the orbital gap (alpha / beta) is 0.2769 / 0.2539 hartree. The lowest unoccupied orbital energy (alpha / beta) is -7.387 / -7.419 eV.

```
! wB97M-V def2-TZVPD RIJCOSX def2/J DEFGRID3
* xyz 1 2
O -1.47 -1.35 -2.05
C -0.64 0.55 -0.80
C -0.03 1.04 2.18
C 0.75 1.43 1.12
C 0.55 1.20 -0.24
C -0.38 -0.89 -1.45
C 0.15 -1.90 -0.40
H 0.44 -0.74 -2.18
H -1.36 0.41 0.01
H 1.67 1.94 1.40
H -0.90 0.40 2.06
H 0.92 -1.38 0.17
H -0.63 -2.27 0.27
H 0.20 1.35 3.18
H -1.11 1.21 -1.53
H 1.23 1.76 -0.88
H 0.62 -2.76 -0.87
*
```



(three)
Here is the ion C6H10O with charge +1 from the OMol25 dataset. Energies are from the ωB97M-V functional and the def2-TZVPD basis.

The value obtained for the orbital gap (alpha / beta) is 0.3324 / 0.1803 hartree. The lowest unoccupied orbital energy (alpha / beta) is -4.958 / -8.935 eV.

```
! wB97M-V def2-TZVPD RIJCOSX def2/J DEFGRID3
* xyz 1 2
O -0.62 -3.60 0.40
C 1.27 1.48 -0.77
C 0.08 1.05 0.05
C -0.59 1.76 1.03
C -0.56 -2.45 0.71
C -0.58 -0.19 -0.48
C 0.26 -1.46 -0.13
H 0.81 2.23 -1.44
H 1.22 -1.10 0.23
H -1.51 1.37 1.46
H 0.34 -2.03 -1.06
H -1.55 -0.30 0.03
H 1.59 0.63 -1.35
H -0.88 -0.04 -1.52
H -0.32 2.75 1.39
H -1.01 -2.02 1.62
H 2.06 1.93 -0.17
*
```



Quick one: least stable of them? (one)



(one)
Here is a structure of composition C19H21O2Pb from the OMol25 dataset. Energies are from the ωB97M-V functional and the def2-TZVPD basis.

The value obtained for the orbital gap (alpha / beta) is 0.1200 / 0.1200 hartree. The lowest unoccupied orbital energy (alpha / beta) is 2.711 / 2.711 eV.

```
! wB97M-V def2-TZVPD RIJCOSX def2/J DEFGRID3
* xyz -1 1
Pb -0.62 2.54 -2.23
O 0.32 -1.34 0.79
O -2.06 3.46 -0.58
C 1.37 -1.61 1.76
C 1.28 -3.44 -0.04
C -2.08 4.82 -0.12
C -2.49 0.14 0.12
C -2.13 0.65 1.42
C 1.96 -5.42 -1.27
C -2.29 2.00 1.45
C 2.06 2.54 -1.65
C 1.72 1.98 0.54
C 2.18 -4.10 -0.89
C -2.86 1.18 -0.69
C 1.20 3.56 -1.05
C -2.86 2.46 0.12
C 0.22 -4.17 0.54
C -0.02 -5.47 0.12
C 2.43 1.66 -0.63
C 0.84 -6.11 -0.78
C 0.92 3.10 0.29
C 1.47 -2.02 0.31
H -2.09 2.69 2.26
H 2.68 -5.91 -1.91
H -3.20 1.15 -1.72
H 0.29 3.61 1.03
H 1.95 -0.76 2.11
H 2.41 2.55 -2.68
H -0.88 -6.01 0.53
H 3.21 0.88 -0.72
H -2.62 4.89 0.83
H 1.08 4.59 -1.41
H 0.67 -7.14 -1.08
H -2.59 5.43 -0.89
H -2.47 -0.92 -0.15
H 3.05 -3.52 -1.22
H -1.79 0.01 2.24
H 2.14 -1.42 -0.32
H 1.11 -2.39 2.49
H -3.85 2.93 0.28
H -0.41 -3.71 1.30
H -1.05 5.16 0.00
H 1.82 1.47 1.50
*
```



(two)
Here is a structure of composition C19H21O2Pb from the OMol25 dataset. Energies are from the ωB97M-V functional and the def2-TZVPD basis.

The value obtained for the orbital gap (alpha / beta) is 0.1243 / 0.1291 hartree. The lowest unoccupied orbital energy (alpha / beta) is 2.056 / 2.130 eV.

```
! wB97M-V def2-TZVPD RIJCOSX def2/J DEFGRID3
* xyz -1 1
Pb 0.04 0.02 1.09
O 0.02 0.04 3.35
O -0.81 0.08 -0.48
C 0.92 -0.31 -5.97
C -1.15 1.64 2.72
C 0.81 -1.60 2.96
C -0.76 -1.69 2.90
C -1.11 -0.76 -1.51
C 1.12 2.04 2.02
C 0.04 -0.94 -2.42
C 0.63 1.05 -6.10
C -0.05 1.13 -3.79
C 0.19 2.42 1.00
C 0.14 1.76 -5.01
C -0.03 -0.01 4.77
C -1.08 -2.11 1.60
C 0.23 -0.26 -3.62
C 0.73 -0.95 -4.77
C 0.33 1.58 3.13
C -1.15 2.15 1.43
C 0.14 -2.38 0.88
C 1.26 -2.00 1.68
H -1.39 -1.30 3.66
H 0.73 1.21 4.09
H 2.28 -2.08 1.44
H 0.20 -2.74 -0.11
H -1.46 -1.73 -1.14
H 0.78 1.55 -7.05
H 0.93 -0.06 5.36
H -0.84 0.58 5.13
H -0.26 -0.96 5.18
H -2.02 2.27 0.86
H 1.30 -0.87 -6.82
H -0.08 2.81 -5.10
H 0.78 -1.67 -2.11
H 0.47 2.78 0.04
H 2.15 2.10 2.02
H -1.96 -0.31 -2.04
H -1.90 1.23 3.32
H 1.36 -1.19 3.76
H -2.06 -2.24 1.27
H 0.96 -2.01 -4.67
H -0.42 1.70 -2.95
*
```



Quick one: least stable of them? (two)